Entry 1:
{
  "formula": "C6H37B3BrClO15",
  "method": "ωB97M-V/def2-TZVPD",
  "species": ["C", "C", "Cl", "C", "B", "O", "B", "O", "B", "C", "C", "C", "Br", "O", "H", "H", "H", "H", "H", "H", "H", "H", "H", "H", "H", "H", "H", "O", "H", "H", "O", "H", "H", "O", "H", "H", "O", "H", "H", "O", "H", "H", "O", "H", "H", "O", "H", "H", "O", "H", "H", "O", "H", "H", "O", "H", "H", "O", "H", "H", "O", "H", "H"],
  "positions_angstrom": [[-1.5468, 0.0355, 0.3237], [-0.7468, -1.2422, 0.1477], [0.1874, -1.1783, -1.3892], [0.2167, -1.4421, 1.3001], [1.0725, -2.7537, 1.2607], [0.6001, -3.9996, 1.6384], [1.4920, -4.7630, 2.3452], [2.8245, -4.4290, 2.4477], [3.1251, -3.1372, 2.0168], [4.1121, -2.1965, 2.7733], [4.8081, -1.1798, 1.8625], [5.1752, 0.0642, 2.6399], [6.2098, 1.3154, 1.5754], [2.4178, -2.7136, 0.9076], [-1.1001, 0.8617, -0.2211], [-1.5681, 0.3328, 1.3628], [-2.5635, -0.0999, -0.0128], [-1.4114, -2.0955, 0.0836], [-0.3068, -1.3865, 2.2503], [0.9287, -0.6170, 1.2895], [1.1172, -5.7561, 2.8797], [3.4932, -1.6256, 3.4747], [4.8178, -2.7490, 3.3823], [4.1544, -0.8692, 1.0529], [5.6829, -1.6085, 1.3823], [4.2709, 0.5982, 2.9023], [5.7049, -0.1748, 3.5535], [-4.0202, -1.6634, -1.3621], [-4.9375, -1.3773, -1.3966], [-3.7651, -1.7143, -2.2885], [4.1524, 3.3372, -0.7059], [4.6925, 2.8971, -0.0355], [4.6473, 3.2148, -1.5246], [2.7418, 6.1100, -0.4221], [1.8660, 5.8384, -0.1346], [3.1822, 5.2845, -0.6600], [4.4208, -4.5287, 5.0361], [4.0501, -4.5498, 5.9232], [3.7829, -4.9965, 4.4843], [2.1231, 2.3644, -2.9149], [1.3542, 1.8915, -2.5792], [2.7101, 2.4285, -2.1525], [-4.3932, 0.3163, -3.3036], [-3.6430, 0.6599, -2.8077], [-5.1543, 0.8235, -2.9790], [-6.5630, 1.7479, -2.1276], [-7.2945, 1.9696, -2.7247], [-6.4226, 2.5393, -1.6002], [-7.9918, 3.3214, -4.0247], [-8.7370, 3.2254, -4.6255], [-7.2469, 3.5380, -4.6004], [-3.7594, -0.8420, 1.9720], [-3.7668, -1.7501, 1.6460], [-4.6091, -0.7395, 2.4139], [3.6730, 3.6445, -5.5119], [3.3011, 3.5344, -4.6287], [3.0396, 3.2015, -6.0833], [-5.5781, 2.2861, -5.6993], [-5.0128, 2.0143, -4.9652], [-5.0510, 2.1079, -6.4835], [-1.4603, -1.4487, 4.5005], [-2.2375, -1.1386, 4.0175], [-1.2609, -0.7384, 5.1181]],
  "forces_ev_per_angstrom": [[0.036, 0.317, -0.327], [-0.154, 0.279, 0.642], [-0.034, -0.190, -0.239], [0.732, -0.215, -0.178], [-0.164, -0.127, -1.127], [-0.100, 0.421, 0.654], [-0.084, -1.119, -0.230], [-0.335, 0.512, 0.666], [0.791, -0.575, -0.541], [0.206, 0.149, -0.440], [-0.001, 0.174, -0.175], [-0.376, -0.233, 0.021], [0.189, 0.046, 0.037], [-0.156, 0.884, 0.824], [0.162, 0.057, -0.148], [-0.099, -0.080, 0.268], [-0.193, 0.060, -0.160], [-0.090, -0.147, -0.292], [-0.345, -0.100, 0.132], [0.042, 0.222, 0.002], [-0.026, -0.029, -0.025], [-0.211, -0.093, 0.177], [0.087, -0.095, 0.153], [-0.193, -0.067, -0.161], [0.200, -0.124, 0.069], [-0.107, 0.158, 0.126], [0.390, 0.157, 0.005], [0.098, -0.387, 0.356], [0.026, 0.114, -0.067], [-0.058, 0.110, -0.038], [-0.036, -0.111, -0.287], [-0.082, -0.015, 0.089], [0.117, 0.116, 0.049], [-0.018, -0.023, -0.029], [-0.013, 0.018, -0.012], [0.077, -0.064, 0.098], [-0.042, -0.042, 0.115], [0.031, -0.034, 0.008], [0.029, 0.088, -0.118], [0.038, 0.021, 0.018], [0.021, -0.025, -0.095], [-0.030, 0.040, 0.178], [0.111, 0.299, -0.479], [-0.016, -0.064, 0.068], [-0.155, 0.023, 0.263], [0.028, -0.223, 0.028], [0.064, 0.245, -0.102], [-0.033, 0.020, -0.029], [-0.062, 0.087, -0.005], [-0.015, -0.032, 0.039], [0.098, -0.212, -0.057], [-0.167, -0.172, 0.437], [0.005, 0.054, -0.139], [-0.016, -0.008, -0.032], [0.013, 0.038, 0.077], [-0.107, -0.081, -0.021], [0.012, -0.022, -0.007], [0.017, 0.173, 0.119], [-0.021, -0.219, 0.010], [-0.036, 0.017, -0.030], [-0.073, 0.102, -0.044], [0.019, -0.049, -0.111], [0.011, -0.025, 0.017]],
  "energy_ev": -122137.4653,
  "fmax_ha_per_bohr": 0.0237,
  "homo_lumo_gap_ev": 10.556
}



Entry 2:
{
  "formula": "C6H37NO13",
  "method": "ωB97M-V/def2-TZVPD",
  "species": ["C", "N", "C", "C", "C", "C", "C", "H", "H", "H", "H", "H", "H", "H", "H", "H", "H", "H", "H", "H", "O", "H", "H", "O", "H", "H", "O", "H", "H", "O", "H", "H", "O", "H", "H", "O", "H", "H", "O", "H", "H", "O", "H", "H", "O", "H", "H", "O", "H", "H", "O", "H", "H", "O", "H", "H", "O"],
  "positions_angstrom": [[3.0396, -2.1114, -0.5622], [2.0826, -2.8691, -1.3701], [0.8343, -2.2409, -1.4548], [0.0647, -2.3377, -2.5378], [-1.1934, -1.5374, -2.6891], [-1.6109, -0.5385, -1.8762], [-2.8393, 0.2491, -2.3311], [2.9257, -1.0247, -0.6230], [4.0719, -2.3852, -0.7314], [2.8491, -2.4834, 0.4398], [2.4318, -3.1349, -2.2745], [0.4603, -1.8191, -0.5331], [0.0939, -2.9963, -3.3996], [-1.8409, -1.8727, -3.5049], [-1.1401, -0.3945, -0.9254], [-3.3112, -0.4934, -3.0259], [-3.4460, 0.3016, -1.3502], [-2.7747, 1.2757, -2.6457], [1.3420, -3.5797, 1.7967], [0.6659, -2.2014, 1.9085], [0.5020, -3.1256, 1.6857], [0.3115, 2.8162, -1.7350], [0.2113, 3.5776, -0.2377], [0.7237, 3.2706, -0.9985], [-1.1701, 2.2498, -0.2214], [-1.5977, 2.0936, 1.2418], [-1.6404, 2.7098, 0.4828], [-0.7650, -1.3230, 3.6363], [-2.2103, -1.2697, 4.2716], [-1.2811, -1.4768, 4.4267], [-1.0828, 2.5867, 3.8214], [-2.3948, 2.4779, 2.9336], [-1.7329, 3.0903, 3.2863], [-1.9225, -0.2962, 1.6466], [-3.0278, 0.5898, 1.5614], [-2.2101, 0.5208, 2.0983], [2.8172, 2.0028, -1.2451], [2.9594, 3.2403, -0.3154], [3.1051, 2.2915, -0.3687], [0.2175, 0.5078, -4.0449], [-0.5025, 1.2523, -3.1102], [0.0875, 1.4492, -3.8522], [2.4779, 0.9091, 1.5329], [3.2949, 0.1080, 2.6614], [2.4378, 0.4289, 2.3713], [-4.1776, -1.5450, 2.4671], [-4.1593, -1.8526, 0.7694], [-4.5690, -1.6098, 1.6045], [2.1918, 0.0019, -3.7448], [3.4337, 0.5053, -2.8338], [2.4819, 0.4111, -2.9277], [1.1722, 1.1061, 3.8928], [0.6161, 0.8114, 2.6398], [0.2828, 1.1441, 3.5189], [0.8445, 1.5854, 0.4945], [1.0768, 0.2747, -0.1903], [0.4927, 0.6789, 0.4702]],
  "forces_ev_per_angstrom": [[-0.337, -0.842, 0.717], [-0.066, 0.745, 0.069], [0.890, -1.591, -0.870], [-2.653, 0.946, -0.324], [0.478, -0.243, 1.440], [-0.323, -0.389, -2.242], [-1.062, -2.321, 2.962], [0.040, -0.106, -0.046], [0.165, -0.080, -0.549], [0.110, 0.649, 0.537], [0.031, 0.031, -0.156], [0.211, 0.426, -0.060], [1.325, -0.150, 0.204], [0.310, 0.527, -0.098], [0.375, 0.646, 0.222], [-0.165, 1.490, 0.280], [0.171, 0.064, -1.640], [0.425, 0.220, -0.542], [0.010, 0.036, 0.060], [0.232, -0.103, 0.071], [-0.223, 0.205, -0.084], [-0.720, 0.299, 0.295], [-0.938, -0.274, -0.775], [1.406, 0.461, 0.194], [-0.296, -0.241, 0.163], [0.220, 0.398, -0.373], [0.085, -0.060, -0.164], [-0.282, 0.382, -0.143], [0.488, 0.205, -0.319], [-0.216, -0.561, 0.710], [-0.695, -0.091, -0.798], [0.548, 0.098, 0.679], [0.003, 0.265, 0.431], [0.709, 0.313, 0.598], [-0.032, 0.551, 0.631], [-1.063, -1.265, -1.288], [-0.244, 0.441, 0.148], [-0.267, -0.096, -0.307], [0.717, -0.768, 0.386], [0.302, 0.250, -0.561], [-0.277, 0.586, 0.137], [-0.516, -0.790, 0.352], [0.754, -0.148, 0.126], [0.213, 0.281, -0.446], [0.254, -0.429, 0.080], [1.247, -0.439, -0.345], [0.928, -0.189, 1.053], [-2.141, 0.622, -0.787], [0.719, 0.064, -0.106], [0.034, -0.423, -0.760], [-0.204, 0.301, 1.195], [-0.256, 0.268, 0.733], [-1.331, 0.496, 0.865], [0.979, -0.673, -1.128], [-0.284, 0.035, -0.186], [-0.192, -0.047, 0.042], [0.403, 0.018, -0.284]],
  "energy_ev": -34926.8796,
  "fmax_ha_per_bohr": 0.0760,
  "homo_lumo_gap_ev": 8.013,
  "de_lowest_kj_mol": 574.7
}



Entry 3:
{
  "formula": "C6H37NO13",
  "method": "ωB97M-V/def2-TZVPD",
  "species": ["O", "C", "N", "C", "C", "C", "C", "C", "H", "H", "H", "H", "H", "H", "H", "H", "H", "H", "H", "H", "H", "H", "H", "O", "H", "H", "O", "H", "H", "O", "H", "H", "O", "H", "H", "O", "H", "H", "O", "H", "H", "O", "H", "H", "O", "H", "H", "O", "H", "H", "O", "H", "H", "O", "H", "H", "O"],
  "positions_angstrom": [[1.5739, 0.0493, 0.4068], [0.7131, -0.7944, 0.6801], [0.2195, -0.9853, 1.9663], [0.7409, -0.0311, 3.0196], [2.2073, -0.3686, 3.4783], [0.2639, -1.7769, -0.3843], [-2.2691, -1.2950, -0.1516], [-1.1985, -2.3364, -0.1281], [-0.6440, -1.4427, 2.2280], [-0.0291, -0.2620, 3.7787], [0.5763, 1.0683, 2.7490], [2.8963, 0.1580, 2.7113], [2.3302, -1.3935, 3.2502], [2.1915, -0.1056, 4.5059], [0.9510, -2.7024, -0.4429], [0.1148, -1.3719, -1.3060], [-1.8992, -0.4673, 0.5264], [-3.2560, -1.5610, 0.1326], [-2.5804, -1.0586, -1.1683], [-1.4912, -3.1975, -0.7560], [-1.2173, -2.8439, 0.8923], [3.6125, 0.2545, -2.6600], [2.5064, 0.3998, -1.5171], [3.3003, 0.7710, -1.9071], [1.4073, 3.6882, 1.1942], [0.6126, 4.6738, 0.2863], [0.5397, 3.9920, 0.9453], [-3.2939, 0.9884, 3.4579], [-1.8176, 1.1841, 3.0602], [-2.3395, 0.7314, 3.7514], [-2.6712, -1.9234, 3.7253], [-2.4397, -0.6387, 3.1092], [-2.3540, -1.6260, 2.8838], [0.7602, -3.3371, -2.7167], [-0.6117, -3.7401, -3.1096], [-0.1622, -3.0725, -2.5990], [-2.2736, 2.4663, -0.3139], [-2.0189, 3.2560, -1.7440], [-2.1445, 2.4298, -1.3311], [-1.7315, -0.9300, -3.0589], [-1.2533, 0.6016, -3.0954], [-1.5725, -0.1237, -3.5979], [1.0756, 0.4898, -4.3593], [-0.0994, -0.2083, -4.5782], [0.8273, -0.3642, -4.7731], [1.7622, -1.2246, -2.0653], [2.2198, -1.2546, -3.4816], [2.4966, -1.6286, -2.6190], [3.0851, 2.3861, 0.6331], [2.2700, 1.3509, 1.3364], [2.6087, 2.2563, 1.4538], [-0.9058, 1.2978, 0.6868], [-0.7131, 2.8315, 1.2259], [-1.3278, 2.0476, 1.0961], [-0.5328, 1.9866, -1.7626], [0.8844, 1.4094, -1.5035], [0.1003, 1.2976, -2.0404]],
  "forces_ev_per_angstrom": [[-0.352, -0.036, 0.203], [-0.735, -1.647, 0.943], [2.475, 2.707, -1.376], [-1.224, -0.588, -0.296], [-1.405, 1.827, -3.336], [-1.536, -3.132, 2.772], [0.535, 1.301, -0.075], [0.302, -2.219, 2.230], [-0.171, -0.428, -0.448], [0.858, 0.424, 0.397], [0.425, -1.489, 0.073], [-0.688, -0.543, 2.139], [0.249, -1.269, 0.461], [1.091, 0.246, 0.820], [-0.770, 1.778, 0.217], [0.512, 1.683, -2.485], [-0.986, -0.332, -1.271], [-0.618, -0.923, 1.422], [0.983, 1.091, -0.335], [0.669, 0.710, -0.107], [0.102, 0.736, -0.952], [-0.557, -0.268, 0.579], [0.454, -0.579, -0.098], [0.597, 1.570, 0.095], [0.996, -0.640, 0.213], [0.148, 0.337, -0.269], [-1.287, 0.266, 0.177], [2.338, -0.434, 0.984], [0.076, 0.141, 0.066], [-2.644, 1.639, -1.091], [-0.172, -1.081, 0.719], [0.486, -1.163, -0.596], [-0.257, 1.061, -0.119], [0.224, 0.499, 0.015], [-0.530, -0.284, -0.349], [0.349, -0.569, -0.633], [0.687, 0.389, -2.096], [-0.254, 1.796, -0.170], [-0.805, -1.613, 1.742], [0.545, 1.247, -0.263], [0.417, 0.460, 1.418], [-1.394, -1.915, -1.326], [0.767, -0.474, -0.393], [-1.286, -1.095, 0.001], [1.027, 1.453, 0.385], [1.366, -1.036, -0.753], [0.002, -0.510, 0.009], [-1.731, 0.618, 0.192], [0.411, 0.042, -0.285], [-0.277, 0.004, -0.163], [0.144, 0.427, 0.215], [0.799, -0.048, -0.313], [-0.074, -1.138, -0.653], [-0.715, 1.021, 1.509], [-0.079, -0.364, 0.314], [0.245, 0.147, 0.136], [0.271, 0.194, -0.190]],
  "energy_ev": -34929.8619,
  "fmax_ha_per_bohr": 0.0867,
  "homo_lumo_gap_ev": 10.205,
  "de_lowest_kj_mol": 286.9
}



Number 1: highest occupied orbital energy -0.386 hartree. Number 2: highest occupied orbital energy -0.298 hartree. Number 3: highest occupied orbital energy -0.372 hartree.